No. 1
Entry from the OMol25 dataset: 8 unconnected molecules or ions with the total composition C23H62O8 at a distorted geometry (ωB97M-V with the def2-TZVPD basis set).

Computed properties:
Energy above the lowest of the compared OMol25 structures with the same formula, charge and spin, kcal/mol: 78.5
Structure (SMILES): CC(C)O.CC(C)O.CC(C)O.CC(C)O.CC(C)O.CC(C)O.CC(C)O.CCO

XYZ file:
```
93
C23H62O8, DFT ωB97M-V with the def2-TZVPD basis set
C 4.24 -2.94 -4.02
C 5.14 -3.35 -5.23
C 5.44 -4.80 -5.51
O 4.74 -2.68 -6.39
H 4.12 -1.86 -4.05
H 4.71 -3.11 -3.05
H 3.36 -3.57 -4.05
H 6.09 -2.89 -4.95
H 4.52 -5.34 -5.72
H 5.81 -5.29 -4.61
H 6.21 -4.87 -6.27
H 5.52 -2.37 -6.86
C -1.45 -4.99 3.22
C -2.85 -5.58 3.48
C -2.77 -7.08 3.62
O -3.27 -5.00 4.68
H -0.99 -4.57 4.11
H -1.50 -4.20 2.46
H -0.81 -5.77 2.82
H -3.53 -5.26 2.69
H -2.13 -7.39 4.45
H -2.52 -7.63 2.72
H -3.76 -7.44 3.88
H -4.20 -5.13 4.87
C 3.42 0.87 4.80
C 3.22 0.08 6.11
C 4.37 -0.81 6.45
O 2.92 0.96 7.09
H 2.54 1.40 4.45
H 3.62 0.27 3.91
H 4.18 1.61 5.06
H 2.33 -0.56 6.13
H 4.33 -1.12 7.49
H 5.35 -0.35 6.35
H 4.41 -1.68 5.79
H 3.03 0.41 7.87
C -1.64 -0.62 -6.56
C -0.34 -1.15 -7.10
C 0.57 -0.07 -7.85
O 0.34 -1.66 -6.01
H -1.53 0.21 -5.86
H -2.19 -1.39 -6.02
H -2.32 -0.28 -7.35
H -0.59 -1.95 -7.80
H 0.10 0.19 -8.79
H 1.46 -0.63 -8.13
H 0.76 0.83 -7.27
H 1.21 -1.93 -6.32
C -6.84 0.85 1.89
C -6.30 0.37 3.21
C -4.87 -0.23 3.00
O -6.33 1.49 3.99
H -7.90 1.12 1.96
H -6.77 0.09 1.11
H -6.42 1.71 1.38
H -6.87 -0.45 3.66
H -4.06 0.21 3.57
H -4.69 -0.40 1.94
H -4.79 -1.27 3.31
H -5.65 2.10 3.69
C 4.42 4.33 -4.47
C 2.95 4.77 -4.73
C 1.83 3.82 -4.10
O 2.69 5.95 -4.08
H 4.61 4.23 -3.40
H 5.05 5.15 -4.79
H 4.73 3.42 -4.98
H 2.72 4.84 -5.79
H 1.74 3.94 -3.02
H 2.06 2.78 -4.32
H 0.84 4.11 -4.46
H 3.48 6.49 -3.98
C -1.89 4.94 3.96
C -3.22 5.10 4.56
C -3.44 6.43 5.28
O -4.18 4.89 3.58
H -1.17 4.93 4.79
H -1.68 5.82 3.35
H -1.88 4.01 3.39
H -3.27 4.28 5.27
H -4.42 6.48 5.75
H -3.39 7.21 4.52
H -2.76 6.62 6.11
H -4.83 5.58 3.71
C -0.01 -0.28 0.56
C 0.29 -0.53 -0.92
O -0.12 -1.86 -1.21
H -1.06 -0.11 0.76
H 0.48 0.65 0.86
H 0.35 -1.04 1.26
H 1.35 -0.51 -1.16
H -0.22 0.15 -1.60
H -0.27 -1.76 -2.15
```

---

No. 2
Entry from the OMol25 dataset: 6 unconnected molecules or ions with the total composition C34H59NO19P at a distorted geometry (ωB97M-V with the def2-TZVPD basis set).

Computed properties:
Net charge: +1
Electronic energy, hartree: -3156.196567

XYZ file:
```
114
C34H59NO19P, DFT ωB97M-V with the def2-TZVPD basis set
C 0.38 -3.82 1.98
C -1.10 -4.51 1.60
C -1.73 -3.61 0.38
C -3.34 -3.85 0.22
O -4.19 -2.88 0.93
C -4.55 -1.73 0.09
N -5.94 -1.11 0.35
C -5.91 0.12 -0.32
C -4.46 0.45 -1.08
C -3.52 -0.47 -0.07
C -3.05 0.15 1.37
C -2.23 1.56 1.29
P -0.35 1.34 0.82
O 0.10 2.73 0.21
O -0.25 -0.01 -0.26
C 0.91 0.07 -1.16
C 0.55 -0.88 -2.48
O 0.50 1.12 2.34
C 1.68 0.25 2.18
C 2.97 0.98 1.46
H 1.09 -4.56 2.56
H 0.18 -2.81 2.54
H 0.84 -3.52 0.93
H -0.91 -5.63 1.26
H -1.84 -4.49 2.52
H -1.46 -2.47 0.58
H -1.19 -3.98 -0.61
H -3.57 -4.91 0.72
H -3.57 -3.97 -0.92
H -4.68 -2.10 -1.02
H -6.76 -1.52 0.87
H -6.81 0.87 -0.37
H -4.22 1.56 -0.76
H -4.41 0.18 -2.23
H -2.64 -0.96 -0.70
H -2.43 -0.62 2.02
H -4.04 0.36 1.99
H -2.74 2.38 0.62
H -2.20 2.00 2.40
H 1.84 -0.46 -0.65
H 1.16 1.14 -1.56
H 1.04 -0.37 -3.43
H -0.61 -0.91 -2.68
H 0.92 -1.99 -2.30
H 2.04 -0.03 3.28
H 1.40 -0.77 1.67
H 3.46 0.23 0.69
H 3.83 1.27 2.22
H 2.66 1.95 0.85
C 1.92 3.86 -6.87
C 1.37 2.76 -5.98
C 2.44 1.90 -5.38
O 1.75 0.68 -5.16
C 0.77 0.62 -6.11
O 0.11 -0.38 -6.36
O 0.61 1.83 -6.73
H 2.44 3.43 -7.74
H 1.11 4.48 -7.26
H 2.62 4.50 -6.33
H 0.72 3.19 -5.21
H 2.82 2.30 -4.44
H 3.28 1.71 -6.06
C -10.70 -1.79 -0.97
C -10.73 -0.30 -1.24
C -10.38 0.06 -2.65
O -9.87 1.37 -2.52
C -9.34 1.45 -1.26
O -8.63 2.35 -0.87
O -9.73 0.38 -0.50
H -9.69 -2.19 -1.09
H -10.99 -1.99 0.07
H -11.39 -2.32 -1.63
H -11.71 0.12 -0.95
H -11.26 0.05 -3.31
H -9.60 -0.58 -3.08
C 5.89 3.88 6.76
C 5.71 3.58 5.29
C 4.41 2.91 4.97
O 4.71 2.19 3.79
C 6.05 1.91 3.84
O 6.61 1.13 3.10
O 6.66 2.62 4.84
H 5.93 2.95 7.35
H 6.84 4.39 6.93
H 5.08 4.51 7.14
H 5.84 4.49 4.70
H 3.60 3.63 4.80
H 4.09 2.19 5.74
C 3.60 -1.48 9.27
C 3.57 0.01 9.01
C 3.92 0.36 7.59
O 4.44 1.67 7.72
C 4.96 1.75 8.99
O 5.67 2.66 9.38
O 4.58 0.68 9.74
H 4.61 -1.89 9.15
H 3.31 -1.69 10.31
H 2.92 -2.02 8.61
H 2.60 0.43 9.30
H 3.05 0.35 6.93
H 4.70 -0.28 7.16
C 3.90 -3.08 -7.36
C 3.87 -1.59 -7.63
C 4.22 -1.23 -9.04
O 4.74 0.08 -8.91
C 5.26 0.16 -7.65
O 5.97 1.06 -7.26
O 4.88 -0.92 -6.89
H 4.91 -3.48 -7.49
H 3.61 -3.28 -6.33
H 3.22 -3.62 -8.03
H 2.90 -1.17 -7.34
H 3.35 -1.25 -9.70
H 5.00 -1.87 -9.47
```